Record 1
# C38H65Cl44NO3P

23 unconnected molecules or ions with the total composition C38H65Cl44NO3P (wB97M-V/def2-TZVPD, OMol25).

Geometry as ORCA input:
```
! RIJCOSX wB97M-V def2-TZVPD def2/J DEFGRID3
* xyz 1 1
C 3.17 -7.42 3.36
C 2.25 -6.22 3.41
C 1.41 -5.92 4.46
C 0.65 -4.78 4.38
C 0.67 -3.91 3.31
C -0.27 -2.72 3.38
C -0.88 -2.29 2.04
C 0.33 -1.51 4.12
C 1.52 -4.21 2.27
O 1.60 -3.42 1.13
C 2.60 -2.42 1.19
C 4.02 -2.98 1.33
C 4.49 -3.81 0.29
C 5.73 -4.38 0.42
N 6.46 -4.12 1.50
C 6.06 -3.32 2.47
C 4.84 -2.73 2.42
P 4.14 -1.59 3.74
O 5.35 -1.30 4.83
O 3.05 -2.47 4.57
C 2.27 -5.36 2.34
H 3.65 -7.62 4.32
H 3.97 -7.20 2.66
H 2.66 -8.29 2.96
H 1.37 -6.59 5.30
H -0.03 -4.58 5.20
H -1.10 -3.04 4.01
H -1.16 -3.17 1.48
H -0.12 -1.76 1.46
H -1.73 -1.64 2.21
H -0.36 -0.68 3.96
H 1.31 -1.24 3.75
H 0.33 -1.67 5.20
H 2.39 -1.65 1.93
H 2.57 -1.91 0.23
H 3.86 -4.03 -0.56
H 6.16 -5.08 -0.32
H 7.36 -4.57 1.56
H 6.71 -3.15 3.31
H 6.16 -1.74 4.54
H 3.43 -2.63 5.46
H 2.90 -5.58 1.47
C 1.53 -7.30 -1.55
Cl 0.68 -6.09 -2.51
Cl 1.99 -6.62 0.03
H 0.87 -8.14 -1.38
H 2.43 -7.62 -2.07
C 0.76 1.38 1.35
Cl 1.74 0.90 -0.05
Cl 1.68 1.27 2.86
H 0.43 2.40 1.22
H -0.09 0.71 1.42
C 5.79 -5.16 -3.69
Cl 6.21 -5.99 -2.18
Cl 5.04 -6.26 -4.84
H 5.10 -4.35 -3.47
H 6.70 -4.77 -4.13
C -0.37 -10.03 2.15
Cl 0.01 -10.18 0.43
Cl 0.03 -8.42 2.77
H -1.44 -10.19 2.28
H 0.19 -10.77 2.70
C -0.53 5.38 -0.04
Cl -1.10 4.55 1.41
Cl 0.24 4.27 -1.19
H -1.37 5.85 -0.53
H 0.20 6.13 0.26
C 4.50 -0.51 -2.27
Cl 5.01 -1.45 -0.85
Cl 3.53 -1.50 -3.36
H 3.91 0.33 -1.94
H 5.38 -0.16 -2.80
C 3.28 2.02 6.58
Cl 1.71 2.83 6.51
Cl 3.54 0.98 5.17
H 4.06 2.78 6.59
H 3.33 1.42 7.47
C 6.23 -9.71 -5.87
Cl 7.46 -9.55 -7.13
Cl 6.62 -11.00 -4.72
H 6.17 -8.77 -5.33
H 5.28 -9.94 -6.34
C 9.68 -3.74 -2.77
Cl 8.32 -3.83 -1.62
Cl 9.20 -4.14 -4.42
H 10.07 -2.74 -2.76
H 10.44 -4.45 -2.46
C 1.62 7.04 -3.24
Cl 0.86 8.22 -4.32
Cl 2.09 7.76 -1.69
H 0.92 6.24 -3.05
H 2.51 6.65 -3.72
C 3.75 5.30 1.22
Cl 2.62 6.60 1.63
Cl 3.08 3.72 1.62
H 3.96 5.34 0.16
H 4.66 5.45 1.79
C -4.55 6.92 1.85
Cl -3.42 7.05 0.50
Cl -4.10 5.60 2.94
H -4.54 7.85 2.41
H -5.54 6.72 1.46
C -5.88 5.90 -1.75
Cl -7.15 6.62 -0.75
Cl -6.57 4.90 -3.04
H -5.30 6.69 -2.20
H -5.25 5.28 -1.12
C 4.08 -6.23 -8.88
Cl 5.31 -6.06 -10.13
Cl 4.48 -7.53 -7.74
H 4.02 -5.30 -8.32
H 3.13 -6.46 -9.34
C -5.46 7.50 -5.53
Cl -6.11 8.63 -6.71
Cl -5.07 8.30 -4.00
H -6.19 6.72 -5.34
H -4.55 7.06 -5.93
C -10.86 7.50 0.24
Cl -11.70 7.30 1.78
Cl -11.46 6.39 -1.00
H -11.00 8.52 -0.11
H -9.80 7.31 0.39
C -9.07 2.94 -4.92
Cl -10.62 3.76 -5.09
Cl -8.77 1.82 -6.26
H -8.28 3.69 -4.91
H -9.06 2.38 -3.99
C -2.49 1.66 -1.90
Cl -2.73 3.41 -1.84
Cl -1.80 1.03 -0.40
H -3.45 1.18 -2.07
H -1.81 1.44 -2.71
C -13.71 4.88 4.12
Cl -13.18 4.04 5.58
Cl -14.59 3.80 3.03
H -14.36 5.70 4.40
H -12.84 5.25 3.60
C 1.05 9.53 -7.95
Cl -0.17 10.17 -6.86
Cl 0.34 8.58 -9.26
H 1.60 10.36 -8.38
H 1.73 8.90 -7.39
C 5.59 5.39 4.68
Cl 6.66 5.63 3.29
Cl 6.10 4.02 5.67
H 5.61 6.29 5.29
H 4.58 5.21 4.32
C -16.60 1.00 4.76
Cl -16.07 0.16 6.22
Cl -17.48 -0.08 3.67
H -17.25 1.82 5.04
H -15.73 1.38 4.24
*
```

Summary:
Kohn-Sham gap ... 7.020 eV

***

Record 2
# C38H66F3N2O23

8 unconnected molecules or ions with the total composition C38H66F3N2O23 (wB97M-V/def2-TZVPD, OMol25).

Geometry as ORCA input:
```
! RIJCOSX wB97M-V def2-TZVPD def2/J DEFGRID3
* xyz 1 1
N -4.97 -2.87 0.30
C -4.34 -1.62 0.58
C -3.06 -1.40 0.07
C -2.42 -0.20 0.35
C -1.01 -0.02 -0.18
O -0.41 -0.96 -0.64
O -0.46 1.24 -0.12
C -3.10 0.77 1.10
C -4.35 0.49 1.57
N -4.97 -0.69 1.32
C -6.31 -0.99 1.87
C -7.33 0.19 1.75
C -8.15 0.02 0.47
F -8.87 -1.11 0.33
C -8.11 1.02 -0.45
F -6.93 1.29 -1.02
F -9.13 1.77 -0.79
H -4.91 -2.99 -0.71
H -4.50 -3.63 0.79
H -2.55 -2.17 -0.50
H 0.26 1.18 0.53
H -2.58 1.70 1.30
H -4.87 1.22 2.18
H -6.77 -1.88 1.45
H -6.17 -1.19 2.95
H -8.05 0.05 2.57
H -6.89 1.19 1.82
C -3.73 1.31 -3.00
C -4.87 2.22 -3.43
O -4.37 3.40 -4.06
C -4.00 3.22 -5.33
O -4.08 2.18 -5.92
O -3.53 4.37 -5.80
C -3.03 4.29 -7.14
H -3.02 1.86 -2.37
H -4.12 0.45 -2.43
H -3.18 0.93 -3.86
H -5.43 2.54 -2.55
H -5.57 1.70 -4.09
H -3.78 3.86 -7.81
H -2.11 3.71 -7.17
H -2.82 5.30 -7.47
C 6.87 1.70 0.72
C 6.32 3.10 0.90
O 5.44 3.45 -0.17
C 4.20 2.97 -0.08
O 3.77 2.29 0.82
O 3.52 3.35 -1.16
C 2.20 2.83 -1.21
H 7.32 1.58 -0.26
H 7.62 1.48 1.49
H 6.07 0.96 0.80
H 7.14 3.82 0.86
H 5.83 3.22 1.86
H 1.66 3.05 -0.29
H 2.22 1.76 -1.40
H 1.68 3.32 -2.04
C -3.61 -1.00 -6.59
C -3.06 -2.18 -5.82
O -3.99 -2.62 -4.81
C -5.00 -3.38 -5.24
O -5.18 -3.74 -6.37
O -5.77 -3.67 -4.19
C -6.94 -4.43 -4.52
H -3.91 -0.20 -5.91
H -2.87 -0.61 -7.28
H -4.50 -1.28 -7.16
H -2.16 -1.88 -5.29
H -2.80 -3.00 -6.48
H -6.68 -5.32 -5.08
H -7.64 -3.81 -5.09
H -7.41 -4.73 -3.59
C 12.96 -0.54 4.34
C 11.84 -1.12 5.18
O 11.03 -0.08 5.75
C 10.14 0.48 4.94
O 9.95 0.17 3.78
O 9.51 1.44 5.61
C 8.57 2.17 4.82
H 13.54 0.17 4.93
H 13.63 -1.33 3.99
H 12.58 -0.01 3.48
H 12.25 -1.68 6.01
H 11.22 -1.80 4.60
H 7.86 1.51 4.32
H 9.09 2.79 4.09
H 8.01 2.82 5.50
C 2.48 1.51 4.22
C 1.36 1.05 5.14
O 0.68 2.17 5.72
C -0.22 2.76 4.95
O -0.51 2.44 3.82
O -0.73 3.79 5.62
C -1.66 4.58 4.88
H 3.15 2.20 4.75
H 3.06 0.66 3.86
H 2.08 2.05 3.36
H 1.78 0.48 5.97
H 0.66 0.40 4.62
H -2.45 3.96 4.45
H -1.14 5.13 4.10
H -2.12 5.28 5.57
C -9.39 -4.47 -0.66
C -10.47 -3.88 0.23
O -11.38 -4.89 0.67
C -10.96 -5.64 1.69
O -9.90 -5.51 2.26
O -11.89 -6.54 1.96
C -11.53 -7.46 3.00
H -9.83 -5.04 -1.48
H -8.76 -3.68 -1.07
H -8.76 -5.16 -0.09
H -11.06 -3.16 -0.34
H -10.05 -3.35 1.08
H -11.22 -6.94 3.90
H -10.74 -8.13 2.65
H -12.42 -8.05 3.23
C 10.81 -0.44 0.26
C 12.06 0.41 0.25
O 12.76 0.30 -1.00
C 12.26 1.03 -2.00
O 11.31 1.76 -1.94
O 12.99 0.79 -3.09
C 12.52 1.46 -4.26
H 11.04 -1.47 -0.01
H 10.34 -0.43 1.24
H 10.08 -0.08 -0.47
H 12.75 0.06 1.01
H 11.84 1.45 0.47
H 12.40 2.52 -4.09
H 11.58 1.02 -4.59
H 13.27 1.31 -5.04
*
```

Summary:
Kohn-Sham gap ... 6.893 eV

***

Record 3
# C38H66F6N12O6S2

8 unconnected molecules or ions with the total composition C38H66F6N12O6S2 (wB97M-V/def2-TZVPD, OMol25).

Geometry as ORCA input:
```
! RIJCOSX wB97M-V def2-TZVPD def2/J DEFGRID3
* xyz 4 1
C -0.17 -4.66 5.69
C 0.30 -3.43 6.40
N 1.75 -3.21 6.31
C 2.67 -3.81 7.14
C 3.84 -3.67 6.48
N 3.68 -2.87 5.35
C 2.41 -2.57 5.29
C 4.71 -2.54 4.34
H 0.09 -5.53 6.26
H 0.07 -4.74 4.64
H -1.22 -4.61 5.68
H 0.05 -3.47 7.45
H -0.09 -2.47 6.04
H 2.51 -4.37 8.07
H 4.83 -3.89 6.89
H 1.94 -1.93 4.57
H 4.22 -2.03 3.58
H 4.97 -3.46 3.91
H 5.45 -1.98 4.83
C 0.92 7.76 7.63
C 2.24 7.39 6.89
N 1.93 7.09 5.54
C 1.47 7.93 4.54
C 1.15 7.19 3.47
N 1.40 5.84 3.77
C 1.92 5.83 5.01
C 1.45 4.74 2.90
H 0.32 6.83 7.57
H 0.40 8.56 7.11
H 1.14 8.07 8.71
H 2.64 6.49 7.32
H 2.98 8.14 6.96
H 1.38 9.02 4.73
H 0.75 7.44 2.55
H 2.35 4.99 5.52
H 0.76 4.74 2.03
H 1.25 3.93 3.57
H 2.49 4.58 2.55
C 3.14 -13.28 0.50
C 1.78 -13.11 1.14
N 0.95 -12.05 0.43
C 1.14 -10.64 0.56
C 0.12 -10.07 -0.04
N -0.71 -11.07 -0.60
C -0.17 -12.25 -0.28
C -2.04 -10.78 -1.18
H 3.54 -14.16 0.99
H 3.75 -12.44 0.82
H 2.97 -13.32 -0.58
H 1.70 -12.86 2.23
H 1.21 -14.04 1.09
H 2.02 -10.30 1.07
H -0.12 -9.04 -0.12
H -0.71 -13.18 -0.35
H -2.48 -11.75 -1.58
H -2.06 -10.17 -2.07
H -2.57 -10.18 -0.43
C -11.02 5.94 1.86
C -10.46 7.31 1.42
N -9.15 7.28 0.79
C -8.68 8.28 0.02
C -7.46 7.86 -0.38
N -7.20 6.61 0.07
C -8.28 6.28 0.80
C -6.15 5.75 -0.44
H -10.84 5.25 0.97
H -12.11 5.87 2.04
H -10.51 5.53 2.72
H -10.44 8.02 2.26
H -11.10 7.75 0.61
H -9.17 9.21 -0.26
H -6.75 8.48 -0.87
H -8.51 5.34 1.32
H -5.82 5.09 0.40
H -5.31 6.38 -0.70
H -6.50 5.23 -1.31
C 2.20 -4.95 -7.07
C 3.05 -3.67 -6.93
N 3.43 -3.62 -5.48
C 2.68 -3.01 -4.54
C 3.28 -3.32 -3.39
N 4.36 -4.11 -3.58
C 4.52 -4.19 -4.92
C 5.18 -4.77 -2.59
H 2.73 -5.81 -6.67
H 1.93 -5.16 -8.16
H 1.31 -4.86 -6.42
H 2.51 -2.82 -7.25
H 3.92 -3.92 -7.49
H 1.71 -2.61 -4.74
H 3.01 -2.95 -2.42
H 5.35 -4.73 -5.45
H 5.43 -4.06 -1.76
H 6.05 -5.19 -3.07
H 4.55 -5.60 -2.26
C -0.64 5.50 -8.83
C 0.60 6.32 -8.76
N 1.17 6.20 -7.44
C 2.56 6.32 -7.18
C 2.75 6.33 -5.82
N 1.52 6.08 -5.27
C 0.59 5.98 -6.24
C 1.33 5.83 -3.85
H -1.28 5.73 -7.97
H -0.48 4.43 -8.64
H -1.22 5.69 -9.76
H 0.32 7.36 -8.99
H 1.33 6.03 -9.54
H 3.19 6.49 -8.05
H 3.64 6.36 -5.11
H -0.45 5.73 -6.13
H 1.08 4.80 -3.65
H 0.61 6.45 -3.33
H 2.36 5.97 -3.38
C 0.28 -4.51 0.11
F 0.04 -4.03 1.25
F -0.42 -5.46 -0.45
F 0.69 -3.64 -0.76
S 2.21 -5.53 0.70
O 1.54 -6.45 1.56
O 2.56 -5.99 -0.59
O 2.88 -4.36 1.16
C -2.01 4.55 0.27
F -2.78 5.15 1.26
F -1.15 3.72 0.90
F -2.90 3.86 -0.43
S -1.10 5.92 -0.66
O -0.13 6.45 0.31
O -0.59 5.17 -1.78
O -2.24 6.82 -0.91
*
```

Summary:
Energy relative to the best compared isomer or geometry (same formula, charge and spin) ... 1.4170 eV
Kohn-Sham gap ... 6.447 eV

***

no.,energy (Ha)
1,-22356.9073
2,-3626.9379
3,-3990.3764